The following is a DFT calculation (wB97M-V/def2-TZVPD) of a 12-piece molecular cluster, C44H81NO15 overall.

Structure (XYZ):
```
141
Properties=species:S:1:pos:R:3:forces:R:3
O 5.355659 -4.760648 3.370358 0.06 0.03 -0.04
O 0.204808 -0.818821 3.056582 -0.34 0.44 0.23
O 2.053898 7.217673 0.990221 0.00 0.04 -0.05
O -1.983279 4.483361 0.461234 0.10 0.07 0.03
O 0.093976 1.468986 -0.423518 0.08 -0.04 0.03
O 7.467623 -3.070606 -0.559273 0.07 0.07 0.00
O 1.894578 -4.746352 0.428795 0.00 0.08 0.12
O -2.133469 -3.343215 1.706510 -0.12 0.02 -0.01
O -0.313879 7.274358 -6.601419 -0.01 -0.03 -0.01
O -8.905049 -1.314797 4.305366 0.01 0.01 0.01
O 1.204942 2.782785 -5.246510 0.06 0.02 -0.06
O -0.161063 1.047291 4.254106 0.16 0.23 -0.14
O -5.861746 0.318218 0.743868 0.10 -0.23 -0.21
O 0.564747 -0.832230 5.276918 0.27 -0.29 0.78
O 3.152114 -8.189506 -3.482388 0.02 0.00 0.00
N -4.100233 0.988740 2.097632 -0.09 -0.24 -0.48
C -3.788601 2.357431 1.634830 0.01 0.19 0.83
C -2.243934 -5.392557 0.513494 0.18 0.11 0.06
C -4.332372 -4.214850 1.453173 0.06 0.17 0.10
C -9.500419 -2.220844 3.772805 -0.02 -0.03 -0.02
C 0.344085 0.992576 -2.738097 -0.23 0.11 0.15
C -8.769499 -3.356984 3.097155 0.15 0.11 0.06
C 1.404577 5.055800 1.740522 -0.06 0.20 -0.27
C 0.311123 8.131984 -6.022219 0.01 0.02 0.04
C -2.833763 -4.226982 1.269554 0.02 -0.05 -0.05
C 2.289219 -5.569292 2.620910 -0.05 -0.11 -0.15
C 1.096101 9.181192 -6.770859 -0.08 -0.12 -0.16
C 2.787521 6.668529 3.184446 0.04 0.20 -0.11
C 0.531992 1.614155 -7.203700 0.15 -0.07 0.16
C 0.852110 1.269698 -1.350397 -0.02 -0.13 -0.04
C -0.102443 1.370261 2.836222 0.48 -0.21 0.10
C 5.646072 -5.244368 1.052954 -0.28 0.08 0.11
C 2.078312 6.397750 1.878920 -0.01 -0.08 0.03
C 7.613201 -5.030547 2.679423 -0.04 0.07 0.21
C -0.380635 3.938508 -6.583524 0.10 0.00 0.22
C 0.519753 2.779791 -6.245824 -0.04 0.07 -0.03
C -6.374724 0.636343 3.036667 0.68 -0.06 0.28
C 3.544416 -9.008013 -1.286253 0.07 -0.10 -0.18
C -3.840516 3.311977 2.832274 -0.11 -0.63 -0.09
C -1.786647 4.962078 -0.632447 -0.02 0.10 -0.07
C 7.279259 -2.299451 -1.472354 -0.01 0.01 -0.03
C 1.750246 -4.576599 1.624966 -0.04 0.01 -0.04
C 2.275686 -6.823435 -1.736800 0.07 -0.13 -0.43
C -5.459622 0.615364 1.839623 -0.36 0.22 0.04
C 6.121326 -4.991239 2.460629 0.03 -0.03 0.00
C 1.346742 1.480777 2.571827 0.06 0.46 -0.78
C -1.186823 4.154306 -1.753786 -0.02 -0.17 0.15
C -2.136079 6.399195 -0.935513 -0.06 -0.02 0.20
C -3.158932 -0.048195 1.659192 0.22 -0.18 0.32
C 0.344023 8.203822 -4.514588 -0.12 -0.16 -0.05
C 6.811750 -2.777638 -2.824260 0.01 -0.18 0.11
C 2.347189 1.303299 -1.173366 -0.03 0.07 0.21
C 1.039255 -3.372130 2.172253 0.21 -0.22 -0.32
C 2.532024 1.577378 2.402690 -0.09 -0.44 0.78
C -2.083416 -0.299895 2.735726 -0.41 0.90 -0.40
C -0.672510 0.070043 2.294295 0.21 -0.31 0.24
C 7.498884 -0.815787 -1.310164 0.05 -0.07 0.20
C -11.008894 -2.271581 3.748584 0.04 0.17 0.10
C 3.001555 -8.019822 -2.293978 -0.05 0.01 0.00
C 0.241581 -0.260542 4.299684 -0.19 0.00 -0.66
H -9.040178 -3.400347 2.041040 -0.07 -0.09 0.02
H -0.296556 4.704735 -5.818310 0.00 0.04 -0.03
H 2.776911 2.076149 -1.813570 0.02 -0.09 -0.11
H 7.831364 -0.605479 -0.296515 0.00 -0.01 0.00
H -4.648034 -5.103281 2.002532 -0.04 -0.06 -0.10
H 8.256662 -0.470909 -2.015116 -0.08 0.05 -0.08
H 2.080233 6.611058 4.013058 0.04 -0.12 0.03
H 1.711162 -2.802438 2.811927 -0.03 -0.06 0.14
H 4.045921 -9.820951 -1.806379 0.00 0.00 -0.01
H 2.773369 0.337010 -1.449466 0.03 0.04 -0.11
H 4.255846 -8.512195 -0.623612 -0.09 0.01 0.09
H -2.074039 -1.335158 3.059920 0.07 -0.15 -0.28
H 1.413580 -7.144771 -1.151689 0.07 0.05 0.16
H 7.542772 -2.509839 -3.588545 -0.07 0.09 -0.04
H 6.072641 -4.491824 0.387539 0.08 -0.18 -0.01
H 2.934279 -6.246774 -1.092484 -0.08 -0.01 0.17
H -0.592371 2.288319 2.523150 -0.46 0.01 0.55
H 4.560400 -5.188602 1.011088 -0.01 -0.01 -0.01
H 5.967643 -6.234178 0.721841 0.11 0.05 -0.06
H 0.704155 1.770042 -3.416316 0.07 -0.20 -0.01
H -2.558794 6.866820 -0.049408 0.01 0.00 0.00
H 3.586156 1.467462 2.538913 -0.06 0.24 -0.38
H -9.033681 -4.304840 3.568626 -0.07 -0.03 -0.09
H 5.855631 -2.315029 -3.073800 0.05 0.08 -0.07
H 0.724273 10.175798 -6.520521 0.09 0.02 0.08
H -0.056989 9.160403 -4.176378 0.11 0.05 0.03
H 3.019606 -5.080855 3.265420 -0.04 -0.03 0.10
H 0.700665 0.020876 -3.083886 0.12 0.07 -0.07
H -11.361068 -3.176922 4.245356 -0.02 -0.06 -0.10
H 1.936309 -6.192361 -2.555197 -0.01 0.00 0.01
H 2.586262 1.517194 -0.135492 -0.02 0.00 0.00
H -1.163265 -5.277349 0.450004 0.00 0.01 -0.01
H -0.252205 4.610403 -2.087668 -0.05 0.07 -0.11
H 2.729586 -9.414842 -0.685382 0.03 0.07 0.10
H -4.625959 -3.327912 2.010772 0.01 0.00 0.00
H 2.151457 9.121886 -6.500772 -0.01 0.10 0.08
H -3.452261 4.295579 2.589429 -0.05 0.12 0.01
H 3.229287 7.661845 3.159032 0.00 0.00 -0.01
H -0.744757 0.991961 -2.734820 0.00 -0.03 0.01
H -0.256883 7.397822 -4.099447 -0.01 -0.01 0.00
H -2.369536 0.288031 3.606255 0.04 0.03 0.08
H 8.004155 -6.013338 2.411125 0.04 0.04 -0.11
H -0.544216 0.018168 1.219388 0.41 -0.54 0.02
H -0.095758 4.370880 -7.543295 -0.11 -0.03 -0.06
H -11.366220 -2.273504 2.717719 -0.02 -0.12 0.00
H 0.930974 4.989703 0.762923 -0.03 -0.02 0.03
H -2.477486 -6.327155 1.026407 -0.09 -0.03 -0.08
H -1.880296 4.115460 -2.596301 0.06 0.11 -0.07
H 0.851837 1.946829 -8.192098 -0.12 0.00 -0.05
H 0.990940 9.019158 -7.840781 -0.01 -0.01 0.00
H -6.861649 1.609817 3.087828 -0.22 -0.03 -0.05
H 3.574048 5.929147 3.342756 -0.07 -0.07 0.08
H 0.706497 -2.743492 1.352075 -0.03 0.01 0.00
H -7.696655 -3.201103 3.184865 0.00 0.01 0.01
H -0.987141 3.145912 -1.401030 -0.07 0.07 -0.01
H -1.239861 6.944880 -1.235489 -0.01 -0.01 -0.09
H -2.658094 -5.431566 -0.495200 -0.08 -0.09 0.03
H 0.170435 -3.682328 2.749957 0.03 0.09 0.14
H -2.788759 2.364036 1.212101 0.05 -0.06 -0.13
H -11.409229 -1.402202 4.264093 0.01 0.01 0.00
H -5.768718 0.532653 3.933700 -0.07 0.03 0.10
H -0.468703 1.186819 -7.283244 -0.02 0.06 -0.11
H 1.219021 0.851745 -6.843773 0.00 0.00 0.00
H 6.569050 -0.277796 -1.501776 0.03 0.03 -0.11
H 8.095728 -4.276901 2.054835 0.02 -0.09 -0.11
H 2.130249 4.248665 1.835565 -0.03 -0.03 0.16
H 7.834031 -4.830580 3.725536 -0.01 0.00 0.00
H -4.482278 2.701240 0.864997 0.02 -0.16 -0.22
H 1.477312 -5.970608 3.230803 0.01 0.11 0.08
H -4.866330 3.363028 3.197990 -0.06 0.28 0.00
H -1.417520 3.602329 -6.640742 0.00 -0.01 -0.14
H 1.369885 8.106241 -4.156471 0.01 0.12 0.03
H 0.642316 4.943728 2.513807 0.06 -0.11 0.05
H -7.092345 -0.175338 3.001834 -0.28 0.15 -0.14
H -4.828082 -4.205781 0.481283 -0.02 -0.11 0.00
H -3.686062 -0.986534 1.499429 -0.17 0.04 -0.07
H 2.775858 -6.388487 2.094176 0.00 -0.01 0.01
H -2.864524 6.443493 -1.746733 0.08 0.02 -0.09
H 6.691503 -3.858147 -2.808030 0.00 0.00 0.01
H -3.272173 2.848257 3.638638 0.21 0.22 0.07
H -2.683137 0.199392 0.706830 -0.07 0.08 -0.13
```
Positions in Å, forces in eV/Å.

The value obtained for the frontier orbital gap is 8.72 eV. The calculation puts the HOMO energy at -8.45 eV. The value obtained for the electronic energy is -79141.608 eV.

Results of the Mulliken charge analysis, in e, for atoms 1 through 2: atom 1 (O): -0.543, atom 2 (O): -0.067

---

The following is a DFT calculation (wB97M-V/def2-TZVPD) of a 2-piece molecular cluster, C3H11NO2 overall.

Structure (XYZ):
```
17
Properties=species:S:1:pos:R:3:forces:R:3
O 3.653521 3.267194 0.844080 -3.21 -3.38 -1.23
O -2.018000 1.296147 -0.598436 -0.79 1.12 0.36
N -0.549945 -2.103111 1.672723 1.28 0.46 1.14
C -0.908828 0.577584 -1.077912 0.22 0.91 -0.21
C -0.056295 -1.359789 0.506417 0.25 -1.54 -1.50
C -1.058264 -0.785526 -0.478753 2.37 -1.25 -0.96
H 0.597765 -0.543045 0.696424 0.71 0.51 1.29
H -2.332950 1.981913 -1.203578 0.44 -0.25 0.10
H 4.253741 3.347604 0.101376 0.18 0.00 -0.25
H -0.974071 0.523145 -2.141098 -0.17 -0.31 -1.04
H -1.139090 -1.451142 -1.314798 -0.24 -0.71 -0.37
H 0.033562 1.131292 -0.953050 0.06 -0.26 0.76
H 0.269639 -2.697146 1.886633 -1.01 0.35 0.44
H -1.314248 -2.745122 1.542765 -0.28 0.14 -0.66
H -1.950118 -0.775533 -0.007096 -3.15 0.06 1.44
H 2.949049 2.481716 0.497444 3.03 3.38 1.48
H 0.544531 -2.146181 0.026861 0.30 0.77 -0.81
```
Positions in Å, forces in eV/Å.

The value obtained for the frontier orbital gap is 9.58 eV. The calculation puts the energy above the lowest of the compared OMol25 structures with the same formula, charge and spin at 45.2 kcal/mol. The calculation puts the HOMO energy at -9.06 eV. The value obtained for the electronic energy is -8872.530 eV.

Results of the natural (NBO) charge analysis, in e, for atoms 1 through 2: atom 1 (O): -0.934, atom 2 (O): -0.729

---

The following is a DFT calculation (wB97M-V/def2-TZVPD) of a 3-piece molecular cluster, C24H53F5N6O6P2 overall.

Structure (XYZ):
```
96
Properties=species:S:1:pos:R:3:forces:R:3
P 1.940748 -2.265328 1.288058 2.73 2.92 5.64
P -4.195201 1.265857 3.390365 -3.56 -2.90 -5.32
F 6.644000 -0.983128 -6.296162 -0.80 -1.89 5.08
F 7.290614 -0.993313 -3.890982 -2.75 -1.61 -4.03
F 6.732589 -3.036630 -5.034599 -0.87 5.22 0.14
F 4.731789 -1.809520 -2.967374 0.81 1.33 -4.74
F 4.068044 -2.480277 -5.165562 2.46 3.29 2.32
O -1.442989 3.146841 -2.451368 2.41 1.12 -0.85
O -2.973618 0.370862 3.067468 1.39 2.12 3.06
O 3.743223 0.363978 -6.072541 0.76 2.49 -0.24
O 1.796250 -0.870112 0.632287 -1.46 -2.31 -2.86
O 3.539087 2.463502 -7.508422 2.71 -5.17 7.90
O 4.646368 2.521154 -5.291136 -1.42 -4.74 -1.92
N -5.169379 -0.035898 3.782959 -1.45 -1.73 0.85
N -4.272542 1.887386 1.798461 1.66 1.26 -1.41
N 3.626182 -2.081599 1.516072 2.06 0.45 -1.60
N 0.921157 -1.882943 2.557678 -1.42 0.21 1.64
N -5.599501 2.294719 3.761558 2.40 1.95 1.47
N 2.106857 -3.869231 2.041915 -0.22 -1.05 -3.24
C -1.062539 3.274373 -3.866486 -0.78 0.32 -1.45
C 3.942281 1.813173 -6.406159 -1.32 3.08 -3.37
C 5.265273 1.363163 -4.565813 1.67 -0.61 1.58
C 6.403289 -1.565895 -4.954633 1.97 -2.15 0.41
C 4.326860 -1.360704 0.435802 -0.31 0.08 -0.24
C -4.984499 -0.604331 5.111841 0.33 0.43 0.17
C 2.622981 -4.885906 1.134844 0.26 -0.32 -0.01
C 1.725152 -0.458826 -3.589608 -0.69 0.47 0.23
C -5.251394 3.690846 3.990552 -0.13 0.40 -0.10
C -7.015604 2.101447 3.549142 -0.43 -1.28 0.73
C -0.507990 -1.942589 2.279822 -0.07 -0.21 -0.44
C 0.522830 0.352829 -2.758465 0.51 -0.36 0.49
C -6.117074 -0.798612 3.010384 -0.07 -0.08 -0.26
C -5.234471 1.568039 0.758778 -0.74 0.59 0.16
C -0.858344 0.531039 -3.632615 0.41 -0.65 0.05
C 1.179677 -1.392640 3.887904 0.19 0.23 0.15
C 3.010807 0.555347 -3.671060 -0.89 -0.89 0.78
C 4.858003 -1.441581 -4.413902 -2.11 -1.07 -0.47
C 2.158682 -4.279925 3.426280 -1.28 0.47 0.68
C -0.401122 3.647851 -1.541544 0.74 -0.62 1.39
C 4.338787 -1.822543 2.754344 0.12 -0.84 0.37
C 4.209669 0.071518 -4.687012 -0.04 3.80 0.61
C -2.965196 2.103841 1.149140 0.30 -0.10 0.24
C -0.874853 1.832639 -4.633529 -0.79 -0.27 -0.13
H -1.761188 0.507154 -2.858269 1.84 0.37 -1.94
H -2.587915 1.181445 0.687858 0.12 0.09 0.04
H 2.680323 -3.578741 4.081124 -0.17 0.08 -0.17
H -5.306880 0.498390 0.568618 -0.06 -0.20 -0.03
H -7.260703 1.570623 2.626786 0.18 -0.08 0.15
H 0.075627 1.882064 -5.337798 -1.81 -0.26 1.59
H -0.109192 3.921290 -4.070506 -1.69 -1.12 0.87
H 5.443891 1.533529 -3.397988 -0.65 0.26 -2.73
H 3.719092 -4.897059 1.143016 0.07 -0.11 -0.01
H 0.676156 -2.031367 4.625898 -0.08 0.04 -0.01
H -0.952672 -0.431349 -4.330971 0.10 2.01 1.55
H 0.317869 -0.228183 -1.737553 0.34 1.28 -2.28
H -7.078222 -0.846258 3.539595 0.01 -0.07 0.04
H 2.030342 -1.453305 -3.018449 -0.69 2.12 -1.32
H 0.980592 1.392126 -2.436897 -1.12 -1.94 -0.65
H 4.267763 -0.272931 0.574343 0.00 0.00 -0.13
H -5.237646 4.250070 3.047828 -0.04 0.12 0.00
H 1.143980 -4.414512 3.818520 0.09 -0.03 0.24
H 2.227166 -1.395619 4.164789 0.12 -0.03 -0.18
H -1.805295 1.702268 -5.362502 1.99 0.21 1.54
H 3.903123 -1.611664 -0.543358 -0.01 0.19 0.29
H 3.960685 -0.947564 3.280655 -0.07 0.14 0.14
H -5.774144 -1.825016 2.845052 0.02 -0.08 -0.01
H -3.029315 2.878628 0.374107 -0.32 -0.16 0.11
H -0.700404 4.670529 -1.004911 0.52 -2.17 -1.38
H -6.215164 1.990436 0.976720 -0.16 -0.29 0.09
H 4.340798 -2.696154 3.405862 -0.23 0.12 0.23
H 1.246317 -0.718782 -4.650229 1.49 0.50 2.15
H -2.222483 2.462533 1.870948 -0.15 -0.28 -0.14
H 2.262284 -5.892621 1.398209 0.03 0.28 -0.07
H 5.385364 -1.647605 0.387404 -0.18 -0.11 0.30
H -0.724375 -1.618847 1.255552 0.02 0.02 0.12
H -1.098128 -1.298013 2.940433 0.29 -0.01 -0.06
H 2.296824 -4.693451 0.112806 0.03 -0.01 -0.02
H -7.562624 3.047470 3.490282 0.52 0.14 0.14
H -5.566068 -0.039409 5.846244 -0.11 -0.05 0.25
H -1.961685 3.842626 -4.408508 1.93 -1.19 1.21
H 0.669190 3.755355 -2.041289 -2.36 -0.09 0.78
H -6.339069 -0.374333 2.038473 0.16 0.14 -0.04
H 2.577632 1.627416 -3.961859 1.35 -2.35 0.18
H -7.449787 1.540665 4.384960 -0.23 -0.02 -0.12
H -0.260781 2.811886 -0.700814 -0.39 1.90 -1.68
H 0.811910 -0.370394 4.022811 -0.05 0.05 0.01
H -3.931829 -0.566611 5.413868 -0.09 -0.02 -0.05
H -0.869981 -2.968756 2.392291 -0.21 -0.16 0.04
H -4.263859 3.773489 4.444339 0.01 0.03 -0.02
H -5.287332 -1.655437 5.171964 -0.02 0.19 -0.26
H -5.957811 4.182978 4.677373 0.19 -0.18 -0.13
H 2.674371 -5.235888 3.559892 -0.03 0.06 -0.55
H 6.327789 1.248575 -5.046145 -2.12 -0.22 0.80
H 5.406248 -1.632399 2.582725 -0.29 -0.05 -0.37
H -4.969107 2.027185 -0.202392 0.31 0.03 0.37
H 3.433440 0.684666 -2.567589 -0.74 -0.46 -2.35
```
Positions in Å, forces in eV/Å.

The value obtained for the frontier orbital gap is 6.55 eV. The calculation puts the HOMO energy at -7.72 eV. The value obtained for the electronic energy is -79121.621 eV.

Results of the Mulliken charge analysis, in e, for atoms 1 through 2: atom 1 (P): 0.671, atom 2 (P): 0.681